18
Properties=species:S:1:pos:R:3:forces:R:3:mulliken_spin:R:1 method="wB97M-V/def2-TZVPD" de_lowest_ev=2.9080 orbital_gap_ev="10.076 / 5.920" s2=0.755 total_charge=+1 multiplicity=2 lumo_ev="-4.268 / -8.385" e_tot_ev=-8890.428
C -0.8499 0.2836 -1.1078 0.105 0.110 0.008 0.325
C 0.3432 -0.1005 -0.5082 -0.020 -0.411 0.492 0.304
N 1.1120 -1.1650 -0.9402 -0.117 0.449 0.438 0.167
C -1.7279 1.3100 -0.5586 -0.461 1.199 0.248 -0.029
C -1.1289 2.2709 0.4562 1.086 -1.440 -1.309 0.031
C -1.0961 1.9711 1.7434 -0.847 -0.027 -0.961 0.024
H -1.2003 -0.2767 -1.9664 0.142 -0.078 -0.118 0.017
H 0.6061 0.3040 0.4712 -0.625 -0.006 0.209 0.025
H 2.0475 -0.8260 -1.1742 0.050 -0.457 -0.916 0.035
H 1.2316 -1.8025 -0.1472 0.341 -0.013 -0.087 0.008
H -2.6615 0.9035 -0.1496 0.001 -0.460 -0.228 0.049
H -2.0854 1.8715 -1.4423 -0.101 -0.104 0.043 0.050
H -0.4540 2.9648 -0.0325 -0.216 0.622 0.477 -0.006
H -0.5671 2.6045 2.3938 0.497 0.409 1.085 -0.001
H -1.6836 1.1228 2.0695 0.066 0.093 0.505 0.000
H 2.9941 -4.4323 -0.0570 -0.219 -0.288 -0.141 0.000
H 2.8222 -3.1399 0.6579 -0.024 -0.167 0.262 0.000
O 2.2980 -3.8637 0.2920 0.344 0.571 -0.007 0.001

=====

38
Properties=species:S:1:pos:R:3:forces:R:3:mulliken_spin:R:1 method="wB97M-V/def2-TZVPD" de_lowest_ev=0.5741 orbital_gap_ev="2.958 / 4.167" s2=2.020 total_charge=-2 multiplicity=3 lumo_ev="4.140 / 4.108" e_tot_ev=-129480.016
C 3.4788 1.0793 -0.9834 0.281 0.112 1.770 0.017
C 3.4232 2.0500 0.0948 1.041 -1.685 1.142 -0.007
C 3.1102 1.2980 1.3490 1.558 -0.456 -0.709 0.029
H 3.7886 3.0907 0.1040 -0.694 -0.705 -0.306 0.005
C 2.9407 -0.1204 0.9386 1.744 1.621 -0.059 -0.049
C 3.2226 -0.2262 -0.4664 0.236 1.072 1.083 0.044
H 3.4053 -1.1418 -1.0392 -0.853 0.452 0.240 0.001
H 3.8716 1.2181 -1.9836 -0.674 0.350 0.017 -0.001
H 3.0998 1.7240 2.3818 0.037 -0.568 -1.109 0.035
H 2.8288 -0.9517 1.6292 -0.420 0.263 -0.247 -0.002
Ti 1.3027 1.3258 0.2983 -2.461 -3.090 -2.240 1.199
Br 0.4442 3.4606 -0.1896 -0.499 1.057 0.070 -0.010
C -0.5967 -0.3676 -3.2196 0.746 -0.076 -0.235 -0.006
C 0.4889 -1.3021 -3.2958 -0.274 1.250 -0.107 0.004
C 1.6322 -0.6040 -3.7681 -0.880 0.783 -0.035 0.002
H 0.4460 -2.3357 -2.9823 -0.004 -0.051 0.028 0.000
C 1.2562 0.7607 -4.0106 0.036 -0.748 0.370 0.001
C -0.1226 0.9029 -3.6689 0.564 -0.962 0.215 0.016
H -0.6903 1.8219 -3.7050 -0.076 0.052 -0.004 0.001
H -1.5777 -0.6004 -2.7945 0.441 0.200 -0.283 0.000
H 2.6301 -0.9942 -3.8944 0.207 -0.196 -0.093 -0.001
H 1.9566 1.5342 -4.3397 -0.335 -0.093 0.023 -0.002
O -3.5521 -3.2387 0.1171 0.076 0.241 0.098 0.019
S -3.3796 -1.7982 0.1563 2.888 1.087 0.873 0.048
O -4.4047 -1.0492 -0.5346 0.134 0.003 -0.155 0.023
N -1.7845 -1.3565 -0.3255 -1.310 -1.363 -2.042 0.108
C -1.0049 -0.8127 0.5713 -2.471 0.158 1.439 0.119
O 0.2066 -0.2870 0.3710 -0.771 0.737 0.298 -0.064
C -1.7752 -0.6876 1.8267 2.115 1.051 -0.574 0.170
C -1.3030 0.0225 2.9071 -0.204 0.259 1.040 -0.053
C -2.0925 0.2367 4.0367 1.222 0.187 -0.636 0.068
C -3.4065 -0.2722 4.0536 -0.424 -0.359 -0.088 0.140
C -3.9235 -0.9641 2.9208 0.791 0.507 0.897 -0.064
C -3.1008 -1.1323 1.7943 -1.320 -0.731 0.252 0.149
H -0.2944 0.3956 2.7807 0.148 0.185 0.485 0.022
H -1.6340 0.7933 4.8692 -0.570 -0.278 -0.265 0.012
H -3.9586 -0.1083 4.9952 -0.141 -0.336 -0.780 0.022
H -4.9316 -1.3634 3.0056 0.113 0.068 -0.379 0.003

=====

124
Properties=species:S:1:pos:R:3:forces:R:3:mulliken_charge:R:1 method="wB97M-V/def2-TZVPD" de_lowest_ev=0.5620 orbital_gap_ev=6.231 total_charge=+1 multiplicity=1 lumo_ev=-3.316 e_tot_ev=-240718.655
Ta -0.5828 -0.1301 0.0764 -0.541 0.388 0.165 0.001
I 0.2765 4.1874 0.6553 0.078 0.013 0.074 0.217
C -1.6223 3.6452 1.3023 -0.035 0.047 -0.019 0.011
C -2.5653 4.6675 1.5402 0.009 0.013 0.000 -0.468
C -3.8439 4.3612 1.8972 0.008 -0.014 0.049 -0.160
I -5.1823 5.9301 2.2112 -0.012 0.013 -0.022 0.097
C -4.2494 3.0061 2.0346 0.005 0.026 -0.087 1.330
C -5.5553 2.5978 2.3837 -0.030 0.015 0.020 -1.014
C -5.8585 1.2701 2.4368 0.006 -0.002 -0.003 -1.205
C -4.8505 0.3372 2.1276 -0.032 0.015 -0.022 -0.150
N -3.6232 0.6688 1.8225 0.026 -0.086 -0.005 0.344
C -3.3037 1.9823 1.7853 0.061 0.000 0.011 -0.358
C -1.9569 2.3224 1.4413 0.278 0.214 -0.268 -0.576
O -1.0530 1.3658 1.1885 -0.570 -0.342 0.291 0.010
H -2.2590 5.6977 1.4261 -0.004 0.003 -0.004 0.436
H -6.3032 3.3467 2.6074 -0.002 -0.003 -0.018 0.229
H -6.8495 0.9303 2.7044 -0.002 -0.005 -0.005 0.467
H -5.0765 -0.7239 2.1345 -0.012 0.041 0.000 0.329
C -1.0516 2.7056 -6.4613 -0.004 0.000 -0.016 -1.603
C -0.7656 2.3345 -5.0327 -0.080 0.002 -0.051 0.059
C -1.7800 2.0661 -4.1360 0.004 0.094 -0.038 -0.519
C -1.4813 1.6819 -2.8273 0.061 -0.162 0.088 0.859
C -2.5495 1.3113 -1.8968 -0.026 0.037 -0.228 0.268
O -2.4231 0.3411 -1.1163 0.490 -0.267 0.549 -1.010
C -3.8041 2.0699 -1.8460 -0.021 0.004 -0.001 0.752
C -3.8043 3.4378 -2.1258 -0.013 -0.001 0.024 -0.282
C -4.9596 4.1776 -1.9309 0.005 0.002 -0.006 -1.048
C -6.1162 3.5503 -1.4901 -0.003 0.003 0.011 -0.460
C -6.1238 2.1835 -1.2298 -0.004 0.009 0.029 -0.723
C -4.9668 1.4459 -1.3868 0.019 -0.014 -0.003 -0.312
C -0.1494 1.5713 -2.3921 -0.149 -0.020 -0.040 0.132
O 0.0130 1.2379 -1.1140 0.783 0.523 -0.681 0.321
C 0.8999 1.9041 -3.2727 -0.215 0.190 0.177 0.543
C 0.5467 2.2728 -4.5668 0.058 -0.048 0.003 -0.744
C 2.3215 2.0345 -2.8372 -0.227 0.027 -0.283 -0.074
N 2.7413 1.3903 -1.8368 -0.240 -0.050 0.356 0.397
C 4.0451 1.6897 -1.2843 0.200 -0.072 -0.094 -0.293
C 3.8414 2.2921 0.1054 0.065 0.047 0.058 -0.310
Te 5.3042 1.6095 1.5244 0.035 0.042 0.052 0.142
C 3.8950 1.1194 3.0121 0.055 -0.041 0.015 -0.329
C 3.7941 -0.1913 3.4703 0.045 0.058 0.111 -0.399
C 2.8546 -0.5242 4.4366 0.034 -0.001 0.042 -0.284
C 2.0018 0.4473 4.9413 -0.019 -0.049 -0.001 -0.579
C 2.1022 1.7555 4.4902 -0.057 0.006 -0.030 -0.509
C 3.0523 2.0940 3.5368 -0.016 0.026 -0.049 -0.193
C 3.1605 2.9870 -3.6295 -0.031 0.126 -0.078 -1.209
C 4.0616 2.5066 -4.5734 0.021 0.007 0.026 0.120
C 4.8354 3.3907 -5.3115 0.007 0.005 0.001 -0.793
C 4.7144 4.7579 -5.1065 0.005 0.003 -0.003 -0.487
C 3.8174 5.2402 -4.1634 0.006 0.009 0.009 -0.803
C 3.0377 4.3574 -3.4304 -0.009 0.018 -0.050 0.177
H -2.1172 2.8628 -6.6211 -0.003 0.002 -0.003 0.397
H -0.7240 1.9188 -7.1425 0.002 -0.001 -0.002 0.337
H -0.5279 3.6202 -6.7407 0.004 0.002 -0.002 0.378
H -2.8157 2.1352 -4.4469 0.002 -0.019 -0.007 0.516
H -2.8935 3.9225 -2.4527 0.000 -0.002 0.006 0.488
H -4.9574 5.2424 -2.1204 0.001 0.003 0.006 0.447
H -7.0180 4.1305 -1.3433 -0.004 -0.001 -0.008 0.472
H -7.0318 1.7016 -0.8935 -0.007 -0.003 0.006 0.449
H -4.9456 0.3864 -1.1681 0.002 0.004 0.015 0.458
H 1.3438 2.5422 -5.2516 -0.021 0.000 0.019 0.607
H 4.6473 2.3543 -1.9168 -0.037 -0.076 0.143 0.432
H 4.5756 0.7486 -1.1949 0.129 -0.272 -0.020 0.039
H 2.8806 1.9720 0.5063 0.031 -0.012 0.028 -0.512
H 3.8631 3.3804 0.0795 -0.031 0.004 -0.035 0.681
H 4.4477 -0.9562 3.0676 0.001 0.005 -0.007 0.405
H 2.7864 -1.5454 4.7899 -0.015 -0.007 0.007 0.446
H 1.2659 0.1873 5.6911 0.003 -0.006 0.006 0.435
H 1.4468 2.5196 4.8883 0.000 0.004 0.002 0.414
H 3.1391 3.1218 3.2060 -0.007 -0.005 -0.001 0.465
H 4.1605 1.4373 -4.7201 -0.002 -0.016 -0.007 0.522
H 5.5359 3.0124 -6.0446 -0.003 0.000 0.000 0.430
H 5.3189 5.4474 -5.6807 0.002 0.000 0.001 0.394
H 3.7237 6.3056 -3.9995 0.004 0.004 0.000 0.433
H 2.3299 4.7324 -2.6997 -0.015 -0.002 -0.001 0.551
Se 1.7040 -0.7136 0.9933 0.357 -0.117 -0.081 0.150
P 1.7464 -2.0932 -0.7488 0.108 -0.057 -0.065 0.049
Se 0.1802 -1.6296 -2.1546 0.062 -0.057 -0.083 -0.571
C 1.6512 -3.7905 -0.1276 -0.031 0.003 -0.035 1.176
C 2.3339 -4.1432 1.0336 0.038 -0.005 -0.002 0.017
C 2.4389 -5.4772 1.3915 -0.067 0.021 0.074 -0.897
C 1.8315 -6.4560 0.6169 -0.035 -0.008 -0.018 -0.605
C 1.1246 -6.1016 -0.5236 0.008 -0.015 0.013 -0.652
C 1.0428 -4.7708 -0.9061 -0.043 0.027 0.030 -0.712
C 3.3867 -1.9890 -1.4971 0.019 0.046 0.026 1.405
C 3.5324 -1.8775 -2.8736 -0.001 0.074 -0.015 -0.448
C 4.8047 -1.8637 -3.4282 0.000 0.008 -0.008 -0.613
C 5.9221 -1.9604 -2.6123 -0.004 -0.014 -0.001 -0.662
C 5.7746 -2.0742 -1.2355 0.004 0.029 -0.002 -0.763
C 4.5087 -2.0885 -0.6760 -0.002 0.071 0.011 -0.198
H 2.7892 -3.3825 1.6562 -0.016 0.004 0.011 0.194
H 2.9905 -5.7508 2.2804 -0.006 -0.010 0.037 0.486
H 1.9052 -7.4963 0.9054 0.010 0.000 -0.007 0.404
H 0.6450 -6.8628 -1.1243 -0.004 0.000 0.000 0.446
H 0.5007 -4.4925 -1.8010 0.005 0.008 0.003 0.407
H 2.6583 -1.7825 -3.5053 0.006 -0.007 0.006 0.283
H 4.9215 -1.7784 -4.5008 -0.002 0.003 0.003 0.487
H 6.9122 -1.9461 -3.0485 0.002 0.000 0.000 0.396
H 6.6451 -2.1397 -0.5967 -0.001 0.007 0.001 0.469
H 4.4023 -2.1512 0.4009 0.001 -0.001 -0.021 0.040
O -1.2573 -1.9485 0.3337 -0.646 -0.606 0.096 0.191
N -1.4260 -1.4451 1.6065 -0.069 0.153 -0.126 0.583
C -2.6488 -4.2126 1.2999 0.002 -0.003 0.031 -1.864
C -2.7045 -3.4038 2.5978 0.078 0.018 -0.002 3.594
C -4.1854 -3.1609 2.9455 -0.057 0.026 -0.044 -2.343
C -2.0442 -2.0437 2.5305 0.006 0.029 -0.036 -1.551
C -1.9923 -4.1035 3.7659 -0.022 0.010 0.003 -0.099
C -2.3892 -3.8594 5.0795 0.012 0.004 0.032 -0.354
C -1.7326 -4.4524 6.1470 -0.010 0.015 0.013 -0.961
C -0.6638 -5.3048 5.9200 0.018 -0.014 -0.008 -0.525
C -0.2574 -5.5508 4.6180 0.006 0.002 0.002 -0.860
C -0.9097 -4.9502 3.5507 0.008 -0.012 0.011 0.001
H -3.1656 -3.6823 0.5014 -0.003 -0.004 0.013 0.551
H -3.1504 -5.1677 1.4647 0.015 -0.003 0.001 0.429
H -1.6373 -4.4054 0.9545 0.052 0.013 -0.006 0.202
H -4.7386 -2.9066 2.0409 0.013 0.014 -0.005 0.464
H -4.3237 -2.3512 3.6629 0.004 -0.037 0.021 0.412
H -4.6202 -4.0665 3.3686 0.006 -0.016 -0.032 0.459
H -2.1009 -1.4488 3.4391 0.035 -0.017 0.017 0.503
H -3.2272 -3.2063 5.2854 0.020 -0.010 0.011 0.321
H -2.0634 -4.2515 7.1575 -0.003 0.000 0.003 0.426
H -0.1556 -5.7764 6.7505 0.002 -0.002 -0.003 0.435
H 0.5702 -6.2206 4.4287 0.040 -0.018 -0.022 0.443
H -0.5690 -5.1597 2.5472 0.040 -0.006 -0.059 0.225